The following is a quantum chemistry calculation of a 10-piece molecular cluster, H20O10 overall, from the Open Molecules 2025 dataset.

```
30
Properties=species:S:1:pos:R:3:forces:R:3:lowdin_charge:R:1
O -1.4164 -1.5641 1.9942 0.00 -0.19 0.07 -0.050
H -0.6297 -2.0474 1.7158 -0.04 0.01 0.08 0.040
H -1.6756 -1.9884 2.8201 0.01 0.08 -0.04 0.049
O 0.1561 0.3786 0.2825 0.19 -0.32 0.14 -0.060
H 0.9765 -0.1560 0.2824 -0.43 0.28 -0.33 0.005
H -0.5494 -0.2668 0.1264 0.02 0.06 0.16 0.022
O -1.7323 2.7479 1.7737 0.12 -0.13 -0.04 -0.052
H -0.8973 2.4930 1.3557 -0.10 0.01 0.07 0.026
H -1.6410 2.4607 2.6884 0.02 0.00 -0.07 0.040
O -0.2400 -1.7045 -2.9905 0.15 0.14 0.19 -0.061
H -0.8022 -2.2767 -3.5219 0.02 0.02 0.04 0.041
H -0.8597 -1.1709 -2.4738 -0.14 -0.16 0.00 0.009
O 4.0794 1.4975 0.2511 0.06 -0.07 0.00 -0.052
H 3.5659 0.6991 0.0911 -0.05 0.07 -0.15 -0.010
H 4.2581 1.8518 -0.6268 -0.06 -0.01 0.07 0.041
O -0.0446 2.1868 -1.7977 0.09 -0.37 0.10 -0.071
H 0.2555 1.9112 -2.6702 -0.09 0.06 0.05 0.033
H 0.1896 1.4491 -1.1971 -0.08 0.39 -0.16 -0.016
O 2.2400 -1.1606 -0.5562 0.17 -0.40 -0.06 -0.042
H 2.8507 -1.7933 -0.1615 -0.06 -0.05 -0.16 0.059
H 1.7541 -1.6737 -1.2229 -0.01 0.25 -0.08 0.066
O -2.5732 -1.2371 -0.8460 0.36 -0.02 0.01 -0.055
H -3.0325 -1.9251 -0.3538 0.14 0.03 0.05 0.047
H -2.6361 -0.4490 -0.2881 -0.44 0.04 -0.29 0.006
O -3.3409 1.6566 -0.7020 0.11 -0.46 0.20 -0.054
H -2.3879 1.7688 -0.5850 -0.10 0.39 -0.11 0.005
H -3.6959 1.6759 0.1949 0.14 0.28 -0.04 0.038
O 2.6031 -1.2170 2.5153 -0.23 -0.09 0.03 -0.035
H 3.2367 -1.5056 1.8558 0.16 0.08 0.11 0.018
H 1.9888 -0.6409 2.0461 0.08 0.05 0.14 0.014
```
Positions in Å, forces in eV/Å.

- Net charge: 0
- Calculated total energy: -20799.9356 eV
- Orbital gap: 0.3948 Ha
- Energy above the lowest of the compared OMol25 structures with the same formula, charge and spin: 61.7 kcal per mole
- LUMO energy: -0.244 eV
- E_HOMO: -11.0 eV
- SMILES: O.O.O.O.O.O.O.O.O.O